Entry from OMol25: a structure of composition C23H29BrNO4SSr (wB97M-V/def2-TZVPD).

Largest force on an atom ... 1.5 eV/Å
E_HOMO ... -3.5 eV

```
! RIJCOSX wB97M-V def2-TZVPD def2/J DEFGRID3
* xyz -1 1
O 2.629 -3.134 1.291
H 5.203 -1.357 -1.313
H -0.995 2.346 2.208
H -1.551 -3.386 1.624
C 1.752 3.870 -2.376
C -2.868 0.670 0.385
H -1.895 -0.546 4.246
H -4.112 2.421 0.050
C -2.385 -1.468 1.023
C -1.390 -0.996 3.384
H 2.809 5.541 -3.188
C 0.461 -4.777 -1.019
H -2.701 2.772 2.236
C 2.265 5.163 -2.333
H 0.902 -5.112 -1.959
H 3.804 -2.098 -0.496
H 2.936 1.408 0.695
H 3.831 -1.945 -2.264
C -3.287 1.870 -0.420
H -4.786 -1.396 -0.806
C -2.339 0.714 1.688
O 0.415 1.459 -0.003
H 2.479 6.964 -1.196
C 2.078 5.957 -1.213
C 1.412 -4.897 0.165
C 1.378 5.452 -0.124
O -0.570 -2.762 -1.922
H 1.218 6.060 0.758
C -3.754 -1.231 -1.141
C -2.393 -2.973 1.056
C 3.527 0.516 0.486
C 0.896 4.155 -0.170
C -2.042 -0.605 2.087
H -3.816 -0.562 -2.009
S 3.284 0.124 -1.251
H 4.574 0.713 0.720
C 0.235 -3.286 -1.112
H 2.320 -5.468 -0.023
H -2.015 1.794 3.529
H -3.626 1.585 -1.419
H -0.497 -5.282 -0.906
C 4.117 -1.466 -1.326
H -2.480 2.601 -0.565
Br 2.070 2.941 -4.002
C -2.879 -0.679 -0.048
H 0.933 -5.320 1.049
C -1.997 1.960 2.447
C 1.067 3.335 -1.291
H -3.303 -3.390 1.508
C 0.488 1.938 -1.174
O 0.092 1.341 -2.219
H 0.372 3.727 0.675
Sr -0.306 -0.580 -0.891
C 1.776 -3.450 0.490
H -1.416 -2.079 3.535
H 3.154 -0.299 1.111
H -0.338 -0.696 3.454
H -3.391 -2.191 -1.524
H -2.336 -3.400 0.050
N 0.993 -2.565 -0.244
*
```

---

Entry from OMol25: a structure of composition C23H29FN2O4RuSb2 (wB97M-V/def2-TZVPD).

Largest force on an atom ... 3.4 eV/Å
E_HOMO ... -13.9 eV

```
! RIJCOSX wB97M-V def2-TZVPD def2/J DEFGRID3
* xyz 2 1
H 3.638 -3.432 -1.510
H 1.978 1.617 3.493
O 0.068 -2.256 0.135
C -0.658 -3.597 -1.746
C -1.151 0.445 1.473
C -1.671 -0.021 -0.724
H -1.098 0.414 2.550
C 2.123 -5.941 -3.991
H 0.531 2.517 2.986
Sb 2.729 -1.639 0.167
H 2.613 -2.586 2.651
H 5.293 -1.868 0.428
C 1.229 -5.087 -1.838
C 4.919 -0.361 1.879
H 2.175 3.471 -1.311
H 3.778 -1.816 -2.249
C 4.910 1.552 3.356
O 0.289 -1.341 -1.803
C 4.712 -0.950 0.539
N 0.272 -4.370 -2.537
C 1.081 -5.112 -4.638
H 2.722 -6.439 -2.089
H 5.029 -0.290 -0.268
O 1.332 -4.983 -0.632
C -1.720 -0.513 0.592
C -1.064 1.227 -0.706
H 1.567 -3.599 1.581
C 4.203 1.902 0.990
C -0.809 1.567 0.660
H 4.665 1.715 0.022
F 1.042 -5.141 -5.955
C 1.600 2.396 2.831
H 4.765 2.609 3.524
H -1.474 -3.297 -2.407
H 0.637 3.777 -0.486
N 2.055 -5.867 -2.595
H 5.935 -1.235 4.988
H -0.857 1.883 -1.537
C 0.210 -4.375 -3.918
C 2.515 -3.083 1.686
H -1.057 -4.211 -0.934
H -0.571 -3.783 -4.372
H -2.084 -1.471 0.921
H 5.584 -2.201 2.766
H 4.396 2.949 1.237
H 3.334 -3.790 1.552
C 5.370 -1.155 2.932
Ru 0.482 -0.109 0.138
H 2.098 3.335 3.070
C 4.683 1.015 2.094
H 2.239 -2.682 -2.332
H 5.527 1.185 5.370
C 5.347 0.749 4.399
C 5.576 -0.609 4.186
C 3.113 -2.502 -1.722
H 2.139 4.449 0.167
C 1.697 3.591 -0.338
Sb 2.070 1.867 0.838
C -0.059 -2.333 -1.127
H -0.537 2.543 1.030
O 2.953 -6.592 -4.553
H -2.004 -0.532 -1.610
*
```

---

Energy relative to the best compared isomer or geometry (same formula, charge and spin), respectively: 22.9 64.9 kcal/mol.